# 1
Entry from the Open Molecules 2025 dataset: 10 unconnected molecules or ions with the total composition C5H32N2O9 (ωB97M-V with the def2-TZVPD basis set).

Summary:
HOMO-LUMO gap ... 9.3 eV
LUMO energy ... 0.1592 eV
Structure (SMILES) ... CNC[C@H](C)NC.O.O.O.O.O.O.O.O.O
Energy relative to the best compared isomer or geometry (same formula, charge and spin) ... 363.8 kJ/mol
2S+1 ... 1

```
48
Properties=species:S:1:pos:R:3:forces:R:3:mulliken_charge:R:1
C 0.8830 0.0144 0.8577 -1.943 -0.152 -0.368 -0.5420
N -0.3967 0.6730 0.4103 1.387 1.147 0.773 0.7273
C -1.3664 -0.0189 -0.4295 2.901 0.214 -1.284 -1.4583
C -0.7021 -0.5656 -1.7792 -0.346 -0.947 1.818 0.7653
C -1.9045 -0.8783 -2.6013 -1.809 -0.346 -2.457 -1.4309
N 0.0220 -1.8183 -1.3680 0.082 -0.122 -0.486 -0.0788
C 0.4309 -2.7205 -2.4617 -0.715 0.483 -0.494 -1.0992
H 0.6108 -0.8401 1.4652 0.504 0.089 0.084 -0.5128
H 1.4322 0.7524 1.4683 -0.028 -0.522 -0.602 0.3832
H 1.3399 -0.3642 -0.0490 0.828 -0.025 0.128 0.1668
H 0.0204 1.4230 -0.1398 -0.906 0.155 -0.136 0.0645
H -1.7405 -0.8772 0.0983 -0.592 -0.261 0.295 0.4843
H -2.1314 0.7159 -0.6814 -0.225 -0.575 0.001 0.4261
H 0.0362 0.1723 -2.1833 -0.859 -0.680 0.179 -0.0989
H -2.5298 -0.0265 -2.8835 0.568 0.540 -0.095 0.4008
H -2.6684 -1.4260 -2.0675 0.116 -0.520 0.923 0.3965
H -1.8726 -1.4826 -3.5423 0.800 0.607 0.575 0.3148
H -0.6053 -2.3906 -0.8122 -0.179 0.354 0.177 0.2807
H 1.2364 -2.2450 -3.0528 0.151 -0.694 0.595 0.3162
H 0.6106 -3.7341 -2.0334 0.494 0.870 -0.495 0.3745
H -0.3784 -2.8395 -3.2074 0.173 -0.216 0.270 0.3183
O -2.3406 1.1615 2.5324 0.655 -0.434 0.593 -0.6450
H -2.1700 0.8344 3.4238 -0.693 0.203 0.139 0.2768
H -1.4172 1.0988 2.2204 -0.329 0.114 -0.669 0.2991
O -0.1132 -2.7006 2.7352 -0.541 -0.361 -0.104 -0.5739
H -0.3868 -2.0964 2.0405 0.034 0.247 0.072 0.3154
H -0.7133 -3.4429 2.5869 0.241 -0.134 0.248 0.2945
O 2.6936 -3.2705 0.9969 -0.334 1.299 -0.629 -0.6459
H 2.6875 -2.2910 1.0255 0.390 -0.621 0.597 0.3175
H 2.1715 -3.3356 0.1866 -0.026 -0.655 -0.042 0.3297
O 0.9133 3.0708 3.0583 0.240 0.074 -0.087 -0.6436
H 0.2665 2.6917 2.4528 -0.061 -0.039 0.095 0.3357
H 1.6368 2.4338 3.0936 -0.194 0.130 -0.017 0.3133
O -0.6329 2.4512 -1.8791 -1.407 0.428 -1.114 -0.4880
H -1.5847 2.5807 -1.7329 0.095 0.206 1.031 0.2224
H -0.6766 2.5869 -2.8392 0.999 -0.070 0.088 0.3104
O -2.4577 2.9358 0.3494 0.790 -0.403 -0.840 -0.6627
H -3.3750 2.8080 0.6053 0.215 -0.440 0.262 0.2970
H -1.9671 2.0740 0.3821 -1.002 1.219 0.683 0.1683
O 3.9278 0.7687 -0.2959 -0.307 0.494 -0.387 -0.6631
H 3.9096 1.6045 -0.7892 0.406 -0.105 0.154 0.3410
H 3.0280 0.4782 -0.4755 0.006 -0.362 0.246 0.3136
O 1.9612 2.2261 -2.2419 1.492 1.678 -1.685 -0.5929
H 2.0514 1.3354 -2.5609 -0.557 -0.496 1.135 0.2872
H 1.6086 2.5806 -1.4330 -0.571 -1.188 0.364 0.3110
O 0.1162 0.1347 3.5281 -0.259 0.108 0.299 -0.5045
H 1.0203 0.0152 3.8420 -0.303 -0.200 0.229 0.2357
H -0.4836 -0.2574 4.1800 0.623 -0.094 -0.060 0.2522
```
Positions in Å, forces in eV/Å.

# 2
Entry from the Open Molecules 2025 dataset: 4 unconnected molecules or ions with the total composition C24H49BNO19P3S (ωB97M-V with the def2-TZVPD basis set).

Summary:
HOMO-LUMO gap ... 6.1 eV
LUMO energy ... -2.6975 eV
Structure (SMILES) ... CC[C@@H](C)[C@@]1(c2ccncc2)OS(=O)(=O)O[C@]1(CB(O)O)C[C@H]1CO1.COP(=O)(OC)OC.COP(=O)(OC)OC.COP(=O)(OC)OC
2S+1 ... 1

```
98
Properties=species:S:1:pos:R:3:forces:R:3:mulliken_charge:R:1
C 4.0482 1.2514 0.4508 0.811 -0.849 -0.126 -0.9205
C 3.6724 0.8856 -1.0806 0.430 1.042 0.404 -0.4949
C 2.2492 0.1687 -1.2518 0.105 1.468 0.024 0.2183
C 1.2844 1.2629 -1.9694 0.577 0.397 0.393 -1.4924
C 2.2525 -1.1774 -2.1102 -3.672 0.211 1.347 1.6353
C 0.7642 -1.7609 -2.0264 -4.240 -1.405 0.747 -0.0193
C -0.0777 -2.2628 -3.1989 -0.163 0.298 2.959 -0.4536
C -1.4643 -2.7926 -2.9475 0.375 0.000 -0.733 -0.3396
N -2.2285 -2.8987 -1.7639 5.662 2.297 -0.463 -0.5780
C -1.4276 -2.3819 -0.7208 0.581 0.254 0.583 -0.3877
C -0.0210 -1.8453 -0.7153 -0.549 -0.713 -2.922 -0.1623
O 2.3648 -0.7841 -3.5220 3.495 -1.884 1.623 -0.5287
S 3.9815 -1.1155 -3.9036 -0.410 2.221 -4.739 1.3002
O 4.6677 0.1973 -4.1016 -1.275 -3.759 1.695 -0.6172
O 3.8640 -1.8866 -5.1922 0.700 0.930 4.195 -0.6564
O 4.4652 -1.9866 -2.5522 -0.955 2.213 -2.265 -0.5360
C 3.2607 -2.3719 -1.7487 0.512 0.277 -1.125 1.3196
C 3.8781 -2.4393 -0.2847 -0.281 0.393 0.399 -1.1427
B 3.2689 -3.5735 0.6910 0.806 -1.589 1.409 0.7749
O 1.9582 -4.1650 0.6188 2.174 -0.147 -0.650 -0.6190
O 4.1602 -4.0758 1.7220 -1.762 0.536 -1.845 -0.6969
C 2.8041 -3.7002 -2.5135 2.683 -1.379 -0.807 -0.3702
C 4.2236 -4.4807 -3.0648 -1.722 -2.571 2.638 0.2808
C 5.2433 -4.9980 -1.8177 0.679 0.395 -2.028 -0.9612
O 4.3159 -5.9367 -2.7640 0.348 4.942 -2.697 -0.4637
H 5.1062 0.8383 0.6447 -1.564 0.654 -0.126 0.2974
H 3.3601 0.7165 1.1996 0.862 1.059 -1.005 0.0717
H 4.1188 2.3714 0.6421 -0.445 -1.532 -0.190 0.2911
H 4.5578 0.3244 -1.5112 -1.326 0.525 0.430 0.0876
H 3.6385 1.8944 -1.6340 0.064 -1.693 0.601 0.5675
H 1.8181 0.0523 -0.1926 0.659 -0.426 -1.668 0.0957
H 0.2196 0.8953 -2.1046 1.376 0.409 -0.021 0.3151
H 1.7660 1.6292 -2.9477 -0.930 -0.833 1.354 0.3101
H 1.2581 2.1967 -1.2946 -0.004 -1.503 -0.843 0.4091
H 0.3456 -2.2348 -4.2524 -0.800 -0.091 1.547 0.3320
H -2.0130 -3.1835 -3.8791 0.916 0.739 1.476 0.3119
H -1.9570 -2.3760 0.2995 0.916 -0.048 -1.635 0.2700
H 0.4572 -1.4998 0.2549 -0.921 -0.611 -1.363 0.1069
H 3.7924 -1.4391 0.2857 -0.011 -1.244 -1.189 -0.1568
H 5.0087 -2.6189 -0.3828 -1.801 0.098 0.104 0.2659
H 2.1352 -5.1304 0.4971 -0.596 0.908 0.370 0.2835
H 3.7730 -4.8642 2.1505 0.216 0.702 -0.118 0.2901
H 2.3320 -3.4554 -3.5166 0.091 -0.151 1.528 0.3622
H 2.2518 -4.4660 -1.8932 0.482 1.166 -0.851 0.3374
H 4.7338 -4.0518 -4.0524 -1.081 -1.224 2.323 0.4156
H 5.8704 -5.9367 -1.7583 -0.539 0.908 1.602 0.4272
H 6.0940 -4.4349 -2.4032 -0.557 -1.325 -0.312 0.2263
C -6.1744 -1.6251 -5.6285 0.280 -0.193 0.559 -0.5890
O -5.8534 -1.6714 -7.0120 -0.267 -0.073 -3.880 -0.4704
P -4.2273 -1.3721 -7.4756 2.496 1.288 9.103 1.0350
O -3.6505 -2.1674 -6.3071 -0.432 -0.447 -1.550 -0.4992
O -4.3774 0.2097 -7.0670 0.274 -0.404 -1.353 -0.3045
C -5.3534 0.9832 -7.7586 -0.327 0.281 0.043 -0.6741
O -2.6671 -1.0349 -8.1071 -2.448 -0.303 -2.377 -0.2924
C -1.8705 -2.1655 -8.4422 0.433 -0.237 -0.186 -0.5899
H -7.2491 -1.4533 -5.5405 0.018 0.012 -0.334 0.2399
H -5.9382 -2.5821 -5.1613 0.140 0.154 0.011 0.2313
H -5.6476 -0.8155 -5.1205 0.077 -0.103 -0.045 0.3145
H -6.1942 1.1764 -7.0874 0.005 -0.051 -0.125 0.2350
H -5.7202 0.4701 -8.6509 -0.086 0.169 0.053 0.3326
H -4.9111 1.9361 -8.0526 0.067 -0.116 0.016 0.2583
H -2.4778 -2.9484 -8.9003 0.223 -0.069 0.083 0.3258
H -1.3764 -2.5503 -7.5502 -0.208 -0.023 0.037 0.1938
H -1.1051 -1.8495 -9.1538 -0.185 0.089 -0.006 0.2501
C -2.7454 -0.7985 6.3501 0.239 -0.202 0.534 -0.5508
O -2.3507 -0.8386 4.9864 -0.039 0.016 -3.862 -0.4638
P -0.6974 -0.5592 4.6137 2.038 1.088 9.223 1.2468
O -0.1947 -1.3720 5.8043 -0.407 -0.365 -1.622 -0.6923
O -0.8361 1.0229 5.0240 0.348 -0.485 -1.297 -0.2569
C -1.7612 1.8206 4.2888 -0.361 0.347 -0.038 -0.6975
O 0.8990 -0.2556 4.0594 -2.302 -0.172 -2.525 -0.3035
C 1.6840 -1.4033 3.7576 0.376 -0.277 -0.170 -0.6952
H -3.8209 -0.6119 6.3813 0.038 0.019 -0.328 0.2365
H -2.5483 -1.7624 6.8213 0.147 0.152 0.020 0.2471
H -2.2357 -0.0004 6.8929 0.075 -0.097 -0.037 0.2196
H -2.6300 2.0266 4.9193 0.022 -0.022 -0.127 0.2208
H -2.0924 1.3185 3.3763 -0.079 0.150 0.052 0.3946
H -1.2866 2.7662 4.0233 0.045 -0.104 0.052 0.2717
H 1.0792 -2.1688 3.2666 0.226 -0.106 0.087 0.3345
H 2.1262 -1.8035 4.6696 -0.198 -0.020 0.015 0.3713
H 2.4909 -1.1036 3.0845 -0.144 0.101 -0.018 0.1114
C -1.3355 8.8179 6.8133 0.570 0.122 -0.256 -0.6096
O -1.9597 7.7327 7.4845 -2.392 -2.129 2.191 -0.4622
P -1.6272 6.1405 6.9325 5.876 3.340 -6.702 1.0676
O -0.1466 6.4299 6.6991 -0.940 -0.531 1.338 -0.6355
O -2.4762 6.4045 5.5528 -0.423 -0.977 0.949 -0.3116
C -3.8595 6.7211 5.6764 -0.305 0.268 -0.118 -0.7012
O -1.4473 4.4934 6.4841 -2.482 0.589 2.295 -0.1779
C -0.5248 3.7357 7.2603 0.296 -0.512 0.203 -0.5557
H -1.9216 9.7171 7.0147 -0.194 -0.214 0.162 0.2438
H -0.3288 8.9666 7.2064 -0.024 -0.121 -0.170 0.2453
H -1.3007 8.6570 5.7345 0.077 -0.079 0.076 0.3113
H -4.0021 7.7820 5.4552 -0.043 -0.077 0.104 0.2450
H -4.2353 6.5128 6.6811 -0.120 0.090 -0.126 0.3533
H -4.4268 6.1314 4.9548 0.109 -0.033 0.054 0.2545
H -0.5948 4.0050 8.3160 0.206 -0.117 -0.070 0.3993
H 0.4901 3.8994 6.8989 -0.078 0.188 0.060 0.2636
H -0.7652 2.6765 7.1476 -0.129 0.128 -0.024 0.0727
```
Positions in Å, forces in eV/Å.

# 3
Entry from the Open Molecules 2025 dataset: C3H6F2IN in the gas phase (ωB97M-V with the def2-TZVPD basis set).

Summary:
HOMO-LUMO gap (alpha / beta) ... 6.4 / 5.6 eV
⟨S²⟩ ... 2.005
LUMO energy (alpha / beta) ... 0.7300 / -3.4989 eV
Energy relative to the best compared isomer or geometry (same formula, charge and spin) ... 0.0 kJ/mol
2S+1 ... 3

```
13
Properties=species:S:1:pos:R:3:forces:R:3:mulliken_spin:R:1
C 1.3587 0.4735 -0.2548 1.506 -1.050 1.057 -0.0105
C -0.6494 -0.6269 -1.0735 -2.398 -0.689 -1.319 0.0018
C -0.6254 0.3530 1.0531 -0.781 3.336 1.029 0.4588
N -0.0370 0.2328 -0.1409 2.175 0.676 -1.631 0.1242
F -1.9620 0.7071 0.9243 0.256 0.043 0.012 0.0378
F -0.0306 1.3559 1.8575 -0.487 -0.784 -1.060 0.0096
I -0.8201 -1.4284 2.5088 -0.337 -2.828 2.277 1.3687
H 2.0397 -0.3913 -0.4207 -0.841 -0.418 0.285 0.0022
H 1.5074 1.0090 -1.1456 0.497 1.531 -0.859 0.0067
H 1.7289 0.9041 0.6820 0.004 0.529 -0.725 -0.0058
H -0.4757 -1.6961 -0.8348 -0.855 0.183 0.560 0.0061
H -1.7177 -0.1842 -0.9981 1.229 -2.044 -0.895 -0.0001
H -0.3166 -0.7085 -2.1572 0.033 1.517 1.269 0.0006
```
Positions in Å, forces in eV/Å.